Record 1
C26H25N3O3S | ωB97M-V/def2-TZVPD

Atoms and positions in Å:
C (2.735, 2.635, -3.261)
C (3.465, 1.555, -2.473)
C (2.705, 0.226, -2.473)
N (1.365, 0.358, -1.929)
C (1.146, 0.447, -0.594)
N (0.010, 0.636, -0.032)
C (-1.106, 0.735, -0.810)
C (-2.348, 0.938, -0.202)
C (-3.477, 1.010, -0.985)
C (-3.393, 0.888, -2.373)
C (-2.174, 0.692, -2.981)
C (-1.015, 0.613, -2.206)
C (0.286, 0.412, -2.832)
O (0.480, 0.292, -4.023)
H (-2.082, 0.597, -4.052)
H (-4.290, 0.949, -2.970)
H (-4.440, 1.164, -0.522)
H (-2.382, 1.029, 0.872)
S (2.513, 0.232, 0.499)
C (1.682, 0.550, 2.091)
C (1.539, 2.010, 2.422)
C (1.597, 3.017, 1.472)
C (1.416, 4.339, 1.839)
C (1.166, 4.667, 3.159)
C (1.103, 3.665, 4.113)
C (1.292, 2.346, 3.749)
H (1.238, 1.566, 4.494)
H (0.907, 3.912, 5.146)
H (1.021, 5.698, 3.444)
H (1.467, 5.112, 1.087)
H (1.789, 2.784, 0.435)
H (2.347, 0.075, 2.822)
C (0.313, -0.170, 2.189)
O (-0.621, 0.335, 2.759)
N (0.373, -1.456, 1.743)
C (-0.697, -2.318, 1.482)
C (-0.434, -3.452, 0.726)
C (-1.448, -4.354, 0.416)
C (-2.740, -4.108, 0.867)
C (-2.991, -2.973, 1.621)
C (-1.989, -2.078, 1.939)
H (-2.196, -1.201, 2.528)
H (-3.995, -2.787, 1.970)
H (-3.548, -4.784, 0.642)
O (-1.067, -5.430, -0.328)
C (-2.043, -6.380, -0.681)
H (-2.834, -5.936, -1.294)
H (-2.487, -6.848, 0.204)
H (-1.520, -7.137, -1.263)
H (0.562, -3.658, 0.360)
H (1.246, -1.747, 1.319)
H (3.250, -0.521, -1.890)
H (2.581, -0.128, -3.500)
H (3.625, 1.888, -1.445)
H (4.444, 1.372, -2.918)
H (1.792, 2.897, -2.783)
H (2.516, 2.290, -4.269)
H (3.344, 3.534, -3.323)

* LUMO: 0.0160 Ha
* total energy: -1794.002835 hartree
* energy relative to the best compared isomer or geometry (same formula, charge and spin): 15.3 kcal per mole
* HOMO level: -0.303 Ha
* SMILES string: CCCn1c(S[C@H](C(=O)Nc2cccc(OC)c2)c2ccccc2)nc2ccccc2c1=O
* F_max: 0.91 eV/A

Record 2
C26H25N5O5S | ωB97M-V/def2-TZVPD

Atoms and positions in Å:
C (3.709, -2.966, 0.764)
H (3.124, -2.874, 1.522)
H (4.470, -3.731, 0.820)
O (4.571, -1.883, 0.551)
C (3.996, -0.842, 0.052)
C (2.569, -0.525, 0.079)
C (2.056, 0.686, -0.225)
C (3.047, 1.870, -0.688)
C (4.369, 1.661, -0.488)
C (4.937, 0.341, -0.025)
O (6.135, 0.262, 0.193)
C (7.085, 1.127, -0.160)
C (8.576, 0.241, 0.044)
C (9.698, 1.325, 0.110)
C (10.930, 0.688, 0.128)
C (11.020, -0.679, 0.651)
C (10.010, -1.621, 0.663)
C (8.671, -0.982, 0.507)
H (7.938, -1.448, 0.428)
H (10.057, -2.465, 0.938)
H (12.031, -1.067, 0.578)
H (11.690, 1.439, 0.345)
H (9.554, 2.405, -0.080)
H (6.996, 1.935, 0.799)
H (7.118, 1.579, -1.333)
H (5.190, 2.476, -0.566)
H (2.731, 2.641, -0.870)
C (0.798, 1.272, -0.648)
C (-0.396, 0.283, -0.777)
C (-1.573, 0.974, -0.869)
N (-1.705, 2.375, -0.865)
H (-2.702, 2.583, -0.975)
N (-2.694, 0.210, -1.086)
C (-2.599, -1.316, -1.186)
N (-1.507, -1.882, -1.239)
C (-0.232, -0.922, -1.215)
O (0.764, -1.697, -1.759)
S (-4.166, -1.906, -0.926)
C (-4.862, -0.254, -1.141)
N (-4.099, 0.768, -1.017)
C (-6.228, -0.149, -0.986)
C (-7.032, -0.501, 0.425)
O (-6.287, -1.098, 1.078)
N (-8.280, -0.608, 0.347)
C (-9.273, 0.234, -0.648)
H (-8.533, 0.441, -1.505)
H (-9.873, -0.659, -0.783)
C (-9.675, 1.222, 0.186)
O (-10.402, 1.060, 1.238)
C (-9.639, 0.423, 2.268)
H (-10.048, 0.117, 3.056)
C (-8.834, -0.823, 1.517)
H (-7.903, -1.230, 2.117)
H (-9.556, -1.704, 1.452)
H (-8.609, 1.010, 2.619)
H (-10.544, 1.915, -0.260)
H (-9.053, 2.059, 0.290)
H (-6.851, -0.616, -1.914)
H (-6.463, 1.094, -1.238)
H (0.660, 2.153, -0.268)
H (1.984, -1.299, 0.124)
H (3.133, -3.122, -0.147)

* LUMO: -0.0579 Ha
* total energy: -2053.077886 hartree
* energy relative to the best compared isomer or geometry (same formula, charge and spin): 518.2 kcal per mole
* HOMO level: -0.272 Ha
* SMILES string: [H]/N=C1/C(=C/c2ccc(OCc3ccccc3)c(OC)c2)C(=O)N=C2SC(CC(=O)N3CCOCC3)=NN21
* F_max: 19.39 eV/A

Record 3
C26H25NPt | ωB97M-V/def2-TZVPD

Atoms and positions in Å:
Pt (-0.371, 0.440, 0.036)
C (-0.663, 4.127, 0.156)
C (-0.951, 2.941, 1.034)
C (-1.971, 2.029, 0.725)
C (-2.402, 1.067, 1.682)
C (-3.608, 0.215, 1.392)
C (-1.755, 1.019, 2.898)
C (-0.702, 1.908, 3.212)
C (-0.066, 1.857, 4.571)
C (-0.297, 2.837, 2.272)
H (-0.837, 5.038, 0.728)
H (-1.320, 4.160, -0.713)
H (0.378, 4.149, -0.170)
H (-2.613, 2.228, -0.129)
H (-4.498, 0.689, 1.809)
H (-3.518, -0.770, 1.847)
H (-3.765, 0.096, 0.321)
H (-2.091, 0.315, 3.652)
H (0.993, 2.109, 4.527)
H (-0.185, 0.880, 5.037)
H (-0.543, 2.589, 5.226)
H (0.505, 3.528, 2.504)
C (-1.310, -3.513, -2.667)
C (-0.418, -4.444, -1.999)
C (0.637, -4.015, -1.257)
C (0.913, -2.625, -1.151)
N (0.409, -1.883, -2.329)
C (-0.955, -2.237, -2.775)
C (1.623, -2.013, -0.124)
C (2.673, -2.770, 0.502)
C (3.116, -2.415, 1.732)
C (2.434, -1.383, 2.418)
C (1.401, -0.678, 1.848)
C (0.993, -0.883, 0.512)
H (-2.271, -3.842, -3.036)
H (-0.670, -5.497, -1.998)
H (1.145, -4.691, -0.584)
H (-1.500, -1.416, -3.215)
H (3.130, -3.591, -0.036)
H (3.949, -2.924, 2.196)
H (2.738, -1.133, 3.427)
H (0.930, 0.100, 2.431)
C (1.558, 1.050, -4.261)
C (1.022, 2.089, -3.518)
C (0.396, 1.842, -2.303)
C (0.277, 0.551, -1.777)
C (0.769, -0.457, -2.585)
C (1.395, -0.246, -3.805)
H (2.063, 1.236, -5.198)
H (1.098, 3.107, -3.879)
H (-0.004, 2.676, -1.746)
H (0.995, -2.370, -3.031)
H (1.740, -1.078, -4.412)

* LUMO (spin up / spin down): -0.3239 / -0.3238 Ha
* total energy: -1179.134383 hartree
* energy relative to the best compared isomer or geometry (same formula, charge and spin): 90.7 kcal per mole
* HOMO level (spin up / spin down): -0.529 / -0.529 Ha
* total charge: +2
* F_max: 1.30 eV/A

Among the records above, which one has the lowest energy relative to the best compared isomer or geometry (same formula, charge and spin)?
C26H25N3O3S

Look up the energy relative to the best compared isomer or geometry (same formula, charge and spin) of the third one.
90.7 kcal per mole